No. 1
Below is C39H40IrN4O2 as an isolated structure at a distorted geometry, with properties calculated with ωB97M-V with the def2-TZVPD basis set.

The total energy is -1984.0172 a.u. The value obtained for the LUMO energy (spin up / spin down) is 1.810 / 1.811 eV. The calculation puts the energy above the lowest of the compared OMol25 structures with the same formula, charge and spin at 30.6 kJ/mol. The value obtained for the orbital gap (spin up / spin down) is 5.3 / 5.3 eV. As for the total charge: -1. The value obtained for the largest force on an atom is 2.24 eV/Å.

Last column: Löwdin charge in e.
Atoms and positions in Å:
Ir  -0.147  -1.055  0.432  1.368
C  -2.883  3.546  2.307  -0.108
C  -3.365  3.456  1.006  -0.101
C  -2.908  2.465  0.153  -0.031
C  -1.957  1.552  0.612  -0.255
C  -1.473  1.638  1.914  -0.035
C  -1.937  2.636  2.757  -0.080
N  -1.462  0.504  -0.199  -0.103
N  -1.966  0.415  -1.342  0.091
C  -1.510  -0.664  -2.031  -0.313
C  -1.948  -0.884  -3.346  -0.029
C  -1.530  -2.009  -4.013  -0.104
C  -0.682  -2.922  -3.358  -0.100
C  -0.238  -2.703  -2.072  -0.119
C  -0.629  -1.546  -1.368  -0.323
H  -3.244  4.327  2.967  0.097
H  -4.099  4.171  0.652  0.100
H  -3.271  2.385  -0.861  0.102
H  -0.728  0.926  2.245  0.091
H  -1.552  2.705  3.767  0.104
H  -2.609  -0.157  -3.803  0.107
H  -1.854  -2.197  -5.029  0.091
H  -0.373  -3.825  -3.875  0.100
H  0.401  -3.432  -1.586  0.087
C  2.033  -3.235  3.052  -0.074
C  1.527  -4.437  2.243  -0.387
C  2.052  -4.418  0.802  -0.076
C  0.024  -4.648  2.339  -0.155
C  -0.412  -5.825  2.927  -0.080
C  -1.750  -6.140  3.094  -0.124
C  -2.697  -5.233  2.637  -0.079
C  -2.357  -4.044  2.014  -0.146
C  -3.506  -3.159  1.546  -0.380
C  -3.570  -3.039  0.022  -0.060
C  -3.532  -1.777  2.217  -0.072
C  -0.955  -3.709  1.846  -0.253
N  -0.558  -2.564  1.259  -0.187
H  3.126  -3.202  3.039  0.072
H  1.699  -3.303  4.089  0.077
H  1.677  -2.296  2.647  0.039
H  1.965  -5.321  2.717  0.112
H  1.653  -3.567  0.253  0.027
H  1.766  -5.335  0.279  0.078
H  3.144  -4.342  0.797  0.073
H  0.345  -6.519  3.283  0.100
H  -2.048  -7.065  3.571  0.082
H  -3.753  -5.457  2.760  0.100
H  -4.416  -3.676  1.864  0.113
H  -2.685  -2.555  -0.368  0.033
H  -4.441  -2.448  -0.279  0.077
H  -3.647  -4.027  -0.441  0.082
H  -2.683  -1.173  1.915  0.025
H  -3.510  -1.872  3.307  0.079
H  -4.446  -1.239  1.938  0.075
C  2.984  6.971  0.889  -0.063
C  2.205  5.833  0.278  -0.238
C  0.922  5.557  0.739  -0.059
C  0.192  4.506  0.207  -0.064
C  0.718  3.738  -0.816  -0.008
C  2.001  4.009  -1.291  -0.207
N  2.548  3.293  -2.366  0.088
C  2.258  1.985  -2.777  -0.186
C  2.230  1.739  -4.154  -0.039
C  2.084  0.457  -4.656  -0.099
C  1.944  -0.613  -3.788  -0.089
C  1.942  -0.376  -2.423  -0.042
C  2.085  0.901  -1.891  -0.062
C  2.196  1.023  -0.384  -0.602
O  3.118  1.670  0.096  0.057
O  1.291  0.420  0.314  -0.238
C  2.763  5.040  -0.726  -0.173
C  4.183  5.233  -1.186  -0.043
H  2.334  7.583  1.515  0.068
H  3.425  7.617  0.127  0.076
H  3.802  6.605  1.517  0.082
H  0.496  6.167  1.530  0.100
H  -0.799  4.295  0.580  0.076
H  0.142  2.928  -1.251  0.113
H  3.094  3.826  -3.014  0.123
H  2.335  2.581  -4.832  0.103
H  2.074  0.299  -5.728  0.095
H  1.823  -1.623  -4.163  0.096
H  1.852  -1.201  -1.730  0.093
H  4.636  4.261  -1.394  0.084
H  4.786  5.726  -0.424  0.066
H  4.252  5.842  -2.097  0.083

***

No. 2
Below is a 3-piece molecular cluster, C19H41N7O6P2 overall at a distorted geometry, with properties calculated with ωB97M-V with the def2-TZVPD basis set.

The total energy is -2265.9157 a.u. The value obtained for the LUMO energy is -1.751 eV. The value obtained for the orbital gap is 6.0 eV. As for the total charge: 0. The value obtained for the largest force on an atom is 6.45 eV/Å.

Last column: Löwdin charge in e.
Atoms and positions in Å:
O  -0.322  3.590  3.958  0.021
C  -0.842  3.800  2.846  -0.724
O  -0.931  3.033  1.885  0.012
C  -1.453  5.187  2.752  -0.023
C  -2.812  5.349  2.575  0.055
N  -3.334  6.584  2.536  0.100
C  -2.595  7.694  2.665  -0.032
C  -1.232  7.593  2.824  0.044
C  -0.657  6.325  2.871  -0.026
C  0.830  6.185  3.061  -0.460
O  1.401  6.740  3.936  0.196
O  1.479  5.397  2.152  0.114
H  -3.460  4.492  2.473  0.160
H  -4.334  6.696  2.434  0.178
H  -3.056  8.669  2.657  0.137
H  -0.611  8.467  2.949  0.136
H  1.579  5.941  1.357  0.135
O  5.467  -0.694  1.349  -0.309
P  4.004  -0.344  1.377  0.694
N  3.337  -1.914  1.664  -0.299
C  1.968  -2.320  1.414  -0.138
C  3.825  -2.586  2.864  -0.148
N  3.837  0.091  -0.296  -0.336
C  2.982  -0.651  -1.197  -0.144
C  5.062  0.484  -0.980  -0.150
N  2.537  0.508  1.775  -0.264
C  2.350  1.857  1.200  -0.116
C  2.424  0.693  3.249  -0.113
H  1.253  -1.898  2.135  0.083
H  1.889  -3.409  1.483  0.083
H  1.624  -2.071  0.416  0.031
H  3.277  -2.278  3.766  0.068
H  4.881  -2.377  3.028  0.069
H  3.725  -3.670  2.763  0.078
H  3.279  -1.706  -1.278  0.089
H  3.006  -0.216  -2.200  0.080
H  1.937  -0.581  -0.890  0.047
H  5.662  -0.380  -1.292  0.081
H  5.680  1.112  -0.341  0.068
H  4.818  1.076  -1.867  0.076
H  3.211  2.507  1.380  0.087
H  1.467  2.319  1.648  0.058
H  2.157  1.821  0.133  0.073
H  3.229  1.318  3.643  0.086
H  2.457  -0.269  3.766  0.060
H  1.469  1.155  3.499  0.081
O  -4.134  -1.525  -3.097  -0.303
P  -3.239  -2.669  -2.713  0.688
N  -2.014  -1.817  -1.853  -0.293
C  -0.678  -2.302  -1.568  -0.132
C  -2.489  -1.017  -0.723  -0.131
N  -2.696  -3.087  -4.305  -0.341
C  -1.303  -2.977  -4.695  -0.142
C  -3.554  -2.667  -5.406  -0.148
N  -2.771  -4.247  -2.115  -0.276
C  -3.144  -5.418  -2.938  -0.126
C  -3.364  -4.488  -0.774  -0.130
H  -0.660  -3.089  -0.800  0.081
H  -0.058  -1.482  -1.200  0.060
H  -0.159  -2.673  -2.446  0.054
H  -2.600  -1.617  0.192  0.069
H  -3.452  -0.560  -0.943  0.069
H  -1.792  -0.205  -0.507  0.084
H  -0.925  -1.950  -4.608  0.088
H  -1.176  -3.297  -5.732  0.078
H  -0.674  -3.652  -4.112  0.066
H  -3.413  -1.610  -5.665  0.082
H  -4.604  -2.818  -5.163  0.069
H  -3.344  -3.271  -6.293  0.077
H  -4.205  -5.421  -3.201  0.086
H  -2.925  -6.333  -2.384  0.079
H  -2.559  -5.470  -3.849  0.069
H  -4.457  -4.509  -0.808  0.084
H  -3.064  -3.711  -0.069  0.060
H  -3.010  -5.434  -0.367  0.081

***

No. 3
Below is an isolated ion of composition C6H6N and charge +1 at a distorted geometry, with properties calculated with ωB97M-V with the def2-TZVPD basis set.

The total energy is -286.4417 a.u. The value obtained for the LUMO energy is -5.385 eV. The calculation puts the energy above the lowest of the compared OMol25 structures with the same formula, charge and spin at 508.2 kJ/mol. The value obtained for the orbital gap is 9.6 eV. As for the total charge: +1. Its SMILES is C1=C2[C@H]3[C@@H]4C[C@@H]4[N@@+]123. The value obtained for the largest force on an atom is 4.33 eV/Å.

Last column: natural (NBO) charge in e.
Atoms and positions in Å:
C  1.295  -0.840  2.078  0.001
C  -0.028  -0.865  2.057  0.240
C  -0.459  -1.139  0.683  -0.029
C  -0.958  0.116  -0.089  -0.245
C  -0.225  0.412  -1.300  -0.439
C  0.346  0.796  -0.034  0.024
N  0.981  -0.738  0.718  -0.160
H  2.153  -0.617  2.581  0.278
H  -0.732  -2.039  0.372  0.259
H  -1.841  0.489  0.196  0.260
H  0.247  -0.350  -1.853  0.257
H  -0.602  1.218  -1.974  0.291
H  0.827  1.706  0.244  0.263

***

No. 4
Below is an isolated ion of composition C3H6NO and charge +1 at a distorted geometry, with properties calculated with ωB97M-V with the def2-TZVPD basis set.

The total energy is -247.4978 a.u. The value obtained for the LUMO energy is -4.453 eV. The calculation puts the energy above the lowest of the compared OMol25 structures with the same formula, charge and spin at 310.6 kJ/mol. The value obtained for the orbital gap is 10.0 eV. As for the total charge: +1. Its SMILES is COC#C[NH3+]. The value obtained for the largest force on an atom is 4.46 eV/Å.

Last column: natural (NBO) charge in e.
Atoms and positions in Å:
C  2.355  1.003  0.082  -0.258
O  1.483  -0.077  -0.129  -0.440
C  0.187  0.126  0.013  0.480
C  -0.995  0.445  -0.180  -0.128
N  -2.339  0.591  0.118  -0.701
H  2.521  1.608  -0.936  0.208
H  3.274  0.515  0.226  0.220
H  2.098  1.652  0.934  0.207
H  -2.662  1.539  0.237  0.462
H  -2.635  -0.059  0.975  0.481
H  -2.875  0.336  -0.764  0.470

***

No. 5
Below is C31H47ClO2P2Ru as an isolated structure at a distorted geometry, with properties calculated with ωB97M-V with the def2-TZVPD basis set.

The total energy is -2597.1274 a.u. The value obtained for the LUMO energy (spin up / spin down) is -1.872 / -5.849 eV. As for the multiplicity: 6. The value obtained for the orbital gap (spin up / spin down) is 7.7 / 4.7 eV. As for the total charge: +1. The value obtained for the largest force on an atom is 4.68 eV/Å.

Last column: Löwdin charge in e.
Atoms and positions in Å:
Ru  0.501  3.006  -2.109  0.610
C  1.167  1.309  2.064  -0.182
C  1.929  1.484  0.920  -0.144
C  0.007  2.725  0.707  -0.199
C  -0.039  2.061  1.937  -0.157
C  1.294  2.550  0.119  -0.285
C  1.547  0.566  3.292  -0.016
H  2.518  0.062  3.190  0.085
H  0.772  -0.173  3.544  0.061
H  1.619  1.254  4.154  0.102
C  -1.071  2.178  2.985  -0.007
H  -1.432  1.178  3.277  0.065
H  -1.905  2.770  2.602  0.081
H  -0.690  2.669  3.896  0.106
C  -1.037  3.540  0.066  -0.039
H  -0.954  4.596  0.348  0.114
H  -2.020  3.182  0.378  0.096
H  -1.003  3.449  -1.045  0.009
C  2.101  3.662  -0.443  -0.095
H  3.167  3.410  -0.402  0.101
H  1.969  4.584  0.143  0.106
H  1.893  3.949  -1.529  0.019
C  3.220  0.820  0.664  -0.013
H  3.979  1.223  1.349  0.110
H  3.561  0.976  -0.361  0.088
H  3.144  -0.260  0.857  0.077
C  -0.313  -1.888  1.282  -0.100
C  0.912  -2.417  1.269  -0.077
C  1.545  -3.372  0.288  -0.180
C  2.147  -2.688  -0.943  -0.186
C  1.147  -1.939  -1.747  -0.163
C  -0.204  -1.924  -1.652  -0.185
C  -1.175  -2.795  -0.950  -0.182
C  -1.488  -2.181  0.427  -0.174
H  0.852  -4.150  -0.037  0.105
H  2.701  -3.412  -1.569  0.122
H  2.363  -3.843  0.844  0.113
H  -2.151  -2.854  0.993  0.111
H  -0.586  -1.265  2.163  0.074
H  1.553  -2.225  2.143  0.107
H  -2.037  -1.226  0.303  0.126
H  -2.115  -2.765  -1.520  0.109
H  -0.642  -0.918  -1.879  0.074
H  -0.865  -3.840  -0.867  0.110
H  2.923  -1.979  -0.614  0.100
H  1.623  -1.199  -2.428  0.063
P  -0.035  -0.414  -4.213  0.856
P  -0.118  2.814  -4.128  0.649
C  0.088  0.543  -5.786  -0.451
C  -0.628  1.895  -5.637  -0.387
H  -0.357  -0.063  -6.591  0.089
H  1.162  0.639  -6.020  0.070
H  -0.437  2.501  -6.534  0.096
H  -1.715  1.738  -5.546  0.081
C  -0.781  4.486  -4.200  -0.279
H  -0.410  4.985  -3.283  0.031
H  -1.871  4.357  -4.148  0.055
H  -0.469  4.994  -5.119  0.056
C  1.721  2.956  -4.239  -0.263
H  2.077  3.914  -4.622  0.061
H  2.037  2.115  -4.863  0.036
H  2.126  2.782  -3.212  0.000
C  -1.745  -1.073  -4.473  -0.265
H  -1.963  -1.854  -3.739  0.029
H  -1.814  -1.511  -5.475  0.045
H  -2.494  -0.282  -4.375  0.037
C  0.782  -1.943  -4.850  -0.268
H  1.712  -1.682  -5.360  0.046
H  0.123  -2.477  -5.539  0.047
H  1.022  -2.608  -4.017  0.019
Cl  -2.238  -3.172  9.937  0.715
C  -2.159  -2.841  8.262  -0.671
C  -2.492  -3.835  7.323  -0.077
C  -2.413  -3.554  5.959  0.004
C  -2.001  -2.286  5.509  -0.126
C  -1.656  -1.314  6.453  -0.022
C  -1.726  -1.569  7.823  -0.080
C  -1.889  -2.009  4.032  -0.481
O  -2.261  -2.942  3.278  0.073
O  -1.390  -0.873  3.732  0.150
H  -2.800  -4.824  7.669  0.115
H  -2.658  -4.326  5.228  0.127
H  -1.313  -0.337  6.100  0.118
H  -1.444  -0.819  8.554  0.108

***

No. 6
Below is an isolated ion of composition C5H9N3S and charge +2 at a distorted geometry, with properties calculated with ωB97M-V with the def2-TZVPD basis set.

The total energy is -757.5219 a.u. The value obtained for the LUMO energy (spin up / spin down) is -12.399 / -12.430 eV. The calculation puts the energy above the lowest of the compared OMol25 structures with the same formula, charge and spin at 171.8 kJ/mol. The value obtained for the orbital gap (spin up / spin down) is 5.8 / 5.7 eV. As for the total charge: +2. Its SMILES is [S-]/[NH+]=C\[N+]1=C=[NH+]CCC1. The value obtained for the largest force on an atom is 3.48 eV/Å.

Last column: natural (NBO) charge in e.
Atoms and positions in Å:
S  -4.459  -0.501  -0.323  0.679
N  -3.481  0.765  0.187  -0.622
C  -2.151  1.024  0.255  0.330
N  -1.111  0.141  0.390  -0.324
C  -1.155  -1.203  0.591  0.465
N  -0.056  -1.877  0.494  -0.462
C  1.200  -1.421  -0.171  -0.268
C  1.005  0.018  -0.687  -0.427
C  0.264  0.716  0.510  -0.205
H  -4.194  1.361  0.551  0.484
H  -1.897  2.140  0.558  0.288
H  -0.055  -2.874  0.838  0.484
H  1.523  -2.038  -0.977  0.273
H  2.064  -1.416  0.517  0.267
H  0.363  0.014  -1.708  0.251
H  1.954  0.508  -0.895  0.297
H  0.679  0.363  1.371  0.236
H  0.222  1.788  0.503  0.255

***

> Which value of total charge does entry 4 give?

+1

***

Please write out number 4 again, unchanged.
Below is an isolated ion of composition C3H6NO and charge +1 at a distorted geometry, with properties calculated with ωB97M-V with the def2-TZVPD basis set.

The total energy is -247.4978 a.u. The value obtained for the LUMO energy is -4.453 eV. The calculation puts the energy above the lowest of the compared OMol25 structures with the same formula, charge and spin at 310.6 kJ/mol. The value obtained for the orbital gap is 10.0 eV. As for the total charge: +1. Its SMILES is COC#C[NH3+]. The value obtained for the largest force on an atom is 4.46 eV/Å.

Last column: natural (NBO) charge in e.
Atoms and positions in Å:
C  2.355  1.003  0.082  -0.258
O  1.483  -0.077  -0.129  -0.440
C  0.187  0.126  0.013  0.480
C  -0.995  0.445  -0.180  -0.128
N  -2.339  0.591  0.118  -0.701
H  2.521  1.608  -0.936  0.208
H  3.274  0.515  0.226  0.220
H  2.098  1.652  0.934  0.207
H  -2.662  1.539  0.237  0.462
H  -2.635  -0.059  0.975  0.481
H  -2.875  0.336  -0.764  0.470